# 1
Molecular formula: C4H5BO3
Method: DFT, ωB97M-V/def2-TZVPD

```
13
Properties=species:S:1:pos:R:3:forces:R:3
O 0.8242 2.1510 1.2783 -0.51 -0.15 -0.93
B 0.2421 1.6448 0.1212 0.56 0.37 -0.73
O -0.0536 2.4235 -0.9934 -0.49 -1.05 -0.10
C 0.0305 0.1105 -0.0452 0.42 0.63 2.10
C 0.1582 -0.8645 0.9250 0.45 1.91 -0.37
C -0.1847 -2.0559 0.3310 -1.40 -1.07 -2.05
C -0.5755 -1.7437 -0.9797 0.92 -1.01 1.75
O -0.4083 -0.4079 -1.2181 -0.31 -1.38 0.26
H 1.0339 3.0956 1.2403 -0.21 -0.31 -0.10
H -0.4499 1.8161 -1.6788 0.63 1.13 0.92
H 0.4929 -0.6793 1.9328 -0.03 0.02 -0.03
H -0.2535 -3.0227 0.8216 0.08 0.14 -0.40
H -0.8563 -2.4674 -1.7350 -0.09 0.75 -0.31
```
Forces are in eV/Å.

Results
Structure (SMILES): OB(O)c1ccco1
Relative energy (zero: lowest compared OMol25 entry of this formula, charge and spin): 0.0 kcal per mole
Kohn-Sham gap: 9.38 eV
Multiplicity: 1

=====

# 2
Molecular formula: C4H5BaLiO5
Method: DFT, ωB97M-V/def2-TZVPD

```
16
Properties=species:S:1:pos:R:3:forces:R:3
O -1.5947 0.7748 2.3991 -1.29 1.13 0.28
C -0.7568 0.0987 1.7195 1.21 -1.33 1.38
O -0.1045 -0.8107 2.2609 -0.22 0.22 -0.24
O -0.6392 0.4317 0.4394 0.62 1.72 -0.53
C 0.2729 -0.2442 -0.4248 -0.08 -1.03 2.32
C -0.5327 -1.3652 -0.9775 0.55 0.26 -2.71
Ba -1.3530 -0.5382 4.9141 0.51 -0.16 -0.99
H 1.2006 -0.5280 0.0773 -0.34 -0.01 0.29
H -0.6812 -1.0086 -2.0394 -0.31 -1.14 0.72
H 0.0459 -2.2953 -0.9546 -0.34 0.16 -0.20
H -1.5162 -1.4618 -0.5068 0.45 0.03 -0.08
Li -2.6716 2.2116 1.8291 0.07 -0.01 -0.24
O 0.7523 0.7872 -1.4014 -1.12 0.19 0.03
C 1.9011 0.7661 -1.8670 0.26 -0.05 0.15
O 2.3681 1.6469 -2.6139 -0.20 0.03 0.02
H 3.3091 1.5351 -2.8541 0.23 -0.02 -0.22
```
Forces are in eV/Å.

Results
Relative energy (zero: lowest compared OMol25 entry of this formula, charge and spin): 1.2 kcal per mole
Charge: +3
Kohn-Sham gap (spin up / spin down): 10.45 / 9.00 eV
Multiplicity: 2

=====

# 3
Molecular formula: C4H5BaO3
Method: DFT, ωB97M-V/def2-TZVPD

```
13
Properties=species:S:1:pos:R:3:forces:R:3
C -1.1366 -0.5131 3.7593 -0.26 -0.01 -0.05
H -1.7250 0.4140 3.7126 0.19 -0.25 0.01
H -0.7451 -0.6285 4.7803 -0.05 0.04 -0.33
H -1.7968 -1.3665 3.5525 0.14 0.22 0.05
C 0.9294 0.6841 2.8497 -0.61 -0.03 0.32
C 0.0162 -0.4728 2.7904 0.82 0.51 -0.07
O -0.5102 -0.3868 1.2635 -0.94 -0.40 0.15
C 0.3925 0.3005 0.6440 1.01 -0.54 0.60
O 1.3157 0.8106 1.4045 0.17 0.19 -0.16
O 0.4754 0.3744 -0.5973 -0.82 -0.09 -1.80
H 0.3386 1.6025 3.0269 0.08 -0.18 -0.02
H 0.5367 -1.4434 2.7551 -0.22 0.17 -0.24
Ba -0.4777 -0.3041 -3.1855 0.51 0.37 1.53
```
Forces are in eV/Å.

Results
Kohn-Sham gap (spin up / spin down): 4.91 / 4.73 eV
Multiplicity: 2

=====

Number 1: maximum force 0.0526 hartree/bohr, electronic energy -11050.0497 eV. Number 2: maximum force 0.0540 hartree/bohr, electronic energy -15337.3189 eV. Number 3: maximum force 0.0385 hartree/bohr, electronic energy -11061.1838 eV.